This record from OMol25 describes the molecule C4H10NS at a distorted geometry. The level of theory is wB97M-V/def2-TZVPD.

Cartesian coordinates (Å):
C1 -1.849 0.034 0.280
N1 -0.709 -0.640 0.875
C2 0.600 -0.291 0.343
C3 0.759 -0.973 -1.111
S1 2.320 -1.610 -1.607
C4 1.010 1.171 0.166
H1 -2.196 -0.299 -0.686
H2 -1.776 1.144 0.250
H3 -2.658 -0.007 1.018
H4 -0.675 -0.335 1.843
H5 1.381 -0.738 0.968
H6 0.293 -0.229 -1.754
H7 0.138 -1.853 -0.927
H8 1.274 1.666 1.106
H9 1.872 1.177 -0.494
H10 0.218 1.784 -0.270

Properties
Multiplicity: 2
E_tot in hartree: -611.2705
E_HOMO (alpha / beta) in eV: -8.91 / -8.64
ΔE to the lowest compared entry with this formula, charge and spin in eV: 0.459
Gap between HOMO and LUMO (alpha / beta) in eV: 9.91 / 6.82